No. 1
Formula: C6CaO6
Source: the Open Molecules 2025 dataset
Level of theory: ωB97M-V/def2-TZVPD

The geometry in ORCA input format:
```
! wB97M-V def2-TZVPD RIJCOSX def2/J DEFGRID3
* xyz 2 1
O 0.000 0.000 -3.139
C 0.000 0.000 -1.989
Ca 0.000 0.000 -0.078
O 1.888 -2.409 -0.078
C 1.179 -1.504 -0.078
C -1.178 1.504 -0.078
O -1.888 2.409 -0.078
C -1.504 -1.179 -0.078
O -2.409 -1.888 -0.078
C 1.504 1.179 -0.078
O 2.409 1.888 -0.078
O -0.001 -0.001 3.480
C 0.000 0.000 2.352
*
```

Output
maximum force	0.3036	Eh/bohr
gap between HOMO and LUMO	10.71	eV
HOMO	-22.505	eV
electronic energy	-36914.5902	eV

natural (NBO) population analysis, charges in e, atoms 1 to 2:
1. O -0.212
2. C 0.334



No. 2
Formula: C6Cl3N4OPtS3
Source: the Open Molecules 2025 dataset
Level of theory: ωB97M-V/def2-TZVPD

The geometry in ORCA input format:
```
! wB97M-V def2-TZVPD RIJCOSX def2/J DEFGRID3
* xyz 1 1
Pt -0.375 -0.671 -0.596
S -4.257 0.957 -2.311
C -2.881 0.427 -1.558
S -1.593 1.446 -1.033
S -2.573 -1.249 -1.164
Cl 3.235 -3.892 -2.780
C 2.985 -2.209 -3.345
Cl 2.107 -2.190 -4.904
Cl 4.548 -1.350 -3.472
C 2.131 -1.572 -2.392
N 1.433 -1.073 -1.625
O 0.797 -0.773 1.371
N 2.002 -0.998 1.208
C 3.069 -0.823 1.880
C 3.129 -0.218 3.174
N 3.170 0.256 4.211
C 4.315 -1.231 1.325
N 5.328 -1.518 0.881
*
```

Output
maximum force	0.0512	Eh/bohr
gap between HOMO and LUMO (alpha / beta)	4.96 / 4.97	eV
HOMO (alpha / beta)	-13.031 / -13.041	eV
electronic energy	-87534.0342	eV

natural (NBO) population analysis, charges in e, atoms 1 to 2:
1. Pt 0.858
2. S 0.268



No. 3
Formula: C6F5S4SbV
Source: the Open Molecules 2025 dataset
Level of theory: ωB97M-V/def2-TZVPD

The geometry in ORCA input format:
```
! wB97M-V def2-TZVPD RIJCOSX def2/J DEFGRID3
* xyz 0 4
V -1.164 -0.621 1.898
F 3.308 1.767 -2.256
C 2.203 1.182 -1.813
C 1.967 1.061 -0.456
F 2.837 1.523 0.437
C 0.804 0.445 -0.046
F 0.580 0.328 1.318
C -0.156 -0.071 -0.898
S -1.600 -0.846 -0.296
C 0.113 0.071 -2.261
F -0.761 -0.395 -3.145
C 1.267 0.683 -2.711
F 1.499 0.800 -4.013
S -4.602 -2.517 3.632
Sb -2.689 -1.463 4.501
S -0.984 -2.481 3.047
S -2.621 0.534 3.062
*
```

Output
maximum force	0.0198	Eh/bohr
gap between HOMO and LUMO (alpha / beta)	7.82 / 6.09	eV
HOMO (alpha / beta)	-8.542 / -9.052	eV
electronic energy	-95375.6663	eV
energy relative to the best compared isomer or geometry (same formula, charge and spin)	0.0	kJ/mol
<S²>	3.778

natural (NBO) population analysis, charges in e, atoms 1 to 2:
1. V 0.809
2. F -0.274



No. 4
Formula: C6H10
Source: the Open Molecules 2025 dataset
Level of theory: ωB97M-V/def2-TZVPD

The geometry in ORCA input format:
```
! wB97M-V def2-TZVPD RIJCOSX def2/J DEFGRID3
* xyz 0 1
C 2.297 0.262 0.157
C 0.778 0.030 -0.005
C -0.036 1.092 -0.061
C -1.487 0.753 -0.339
C -1.556 -0.628 0.316
C -0.232 -1.244 -0.097
H 2.923 -0.278 -0.565
H 2.564 1.331 0.032
H 2.662 -0.013 1.153
H 0.260 2.122 0.123
H -2.182 1.510 0.037
H -1.641 0.666 -1.428
H -1.649 -0.503 1.406
H -2.261 -1.405 -0.044
H -0.375 -1.563 -1.145
H -0.067 -2.158 0.492
*
```

Output
maximum force	0.0329	Eh/bohr
gap between HOMO and LUMO	9.97	eV
HOMO	-8.828	eV
electronic energy	-6383.0740	eV
energy relative to the best compared isomer or geometry (same formula, charge and spin)	75.8	kJ/mol
SMILES	CC1=CCCC1

natural (NBO) population analysis, charges in e, atoms 1 to 2:
1. C -0.636
2. C 0.012